Below is 2 unconnected molecules or ions with the total composition C3H8O3 in a non-equilibrium geometry, with properties calculated with the ωB97M-V functional and the def2-TZVPD basis.

The energy relative to the best compared isomer or geometry (same formula, charge and spin) comes out at 21.4 kcal per mole. The value obtained for the HOMO-LUMO gap is 0.397 Eh. The molecular weight comes out at 92.1 g/mol. The spin multiplicity is 1. Its SMILES is CCC(=O)O.O.

XYZ file:
```
14
C3H8O3, DFT the ωB97M-V functional and the def2-TZVPD basis
C 0.968 -1.349 0.487
C 0.699 0.194 0.319
C 1.515 0.781 -0.852
O 2.293 0.208 -1.570
O 1.199 2.092 -0.909
H 2.025 -1.634 0.621
H 0.500 -2.058 -0.217
H 0.456 -1.430 1.460
H -0.360 0.273 0.009
H 0.841 0.847 1.202
H 0.547 2.465 -0.256
O -3.697 0.228 -0.217
H -3.570 -0.580 -0.764
H -3.414 -0.037 0.687
```